DFT (ωB97M-V/def2-TZVPD) results for a structure of composition C45H47N9O3Zr.

Structure (ORCA input):
```
! RIJCOSX wB97M-V def2-TZVPD def2/J DEFGRID3
* xyz 0 1
Zr -3.95 -14.26 13.82
C -5.62 -10.31 12.99
C -5.65 -11.07 14.26
C -7.13 -11.07 14.76
C -4.59 -10.72 15.25
C -4.88 -9.79 16.22
C -4.06 -9.49 17.26
C -2.79 -10.02 17.23
C -2.46 -10.98 16.28
C -1.03 -11.47 16.21
C -0.51 -12.12 17.52
C -0.19 -10.20 15.93
C -3.35 -11.31 15.27
N -2.91 -12.28 14.28
C -1.95 -11.78 13.49
O -1.46 -10.68 13.34
C -1.23 -12.94 12.85
C 0.04 -12.91 12.35
C 0.70 -14.07 11.97
C 0.17 -15.27 12.32
C -1.04 -15.24 12.94
N -1.78 -14.14 13.15
C -1.70 -16.45 13.70
O -1.26 -17.58 13.57
N -2.86 -16.03 14.30
C -3.17 -16.88 15.43
C -4.29 -17.75 15.36
C -4.65 -18.41 16.54
C -4.04 -18.25 17.71
C -2.97 -17.41 17.82
C -2.42 -16.80 16.66
C -1.09 -16.10 16.66
C -0.73 -15.46 18.02
C -0.10 -17.27 16.47
C -4.97 -18.15 14.03
C -4.20 -19.28 13.37
C -6.44 -18.56 14.21
H -6.44 -10.55 12.32
H -4.73 -10.35 12.40
H -5.82 -9.32 13.22
H -5.55 -12.15 14.07
H -7.68 -10.07 14.68
H -7.17 -11.37 15.81
H -7.70 -11.82 14.27
H -5.86 -9.28 16.16
H -4.27 -8.60 17.93
H -2.07 -9.70 17.94
H -0.88 -12.15 15.38
H -0.67 -11.42 18.33
H 0.54 -12.34 17.49
H -1.01 -13.03 17.70
H -0.30 -9.55 16.75
H -0.53 -9.64 15.10
H 0.89 -10.47 15.75
H 0.45 -11.99 12.03
H 1.71 -14.06 11.53
H 0.65 -16.23 12.07
H -5.43 -19.20 16.44
H -4.40 -18.84 18.53
H -2.41 -17.45 18.76
H -0.96 -15.35 15.86
H -0.51 -16.25 18.74
H -1.48 -14.85 18.53
H 0.15 -14.79 17.90
H -0.07 -17.82 17.45
H 0.95 -16.86 16.32
H -0.35 -17.91 15.55
H -4.89 -17.32 13.39
H -3.93 -19.99 14.22
H -3.25 -18.93 12.93
H -4.83 -19.79 12.63
H -6.57 -19.59 14.61
H -6.90 -18.37 13.29
H -6.96 -17.87 14.88
O -8.04 -15.64 13.47
C -6.86 -15.38 13.33
N -6.02 -14.85 14.25
C -6.78 -14.68 15.50
C -5.82 -14.14 16.49
C -6.19 -13.87 17.78
C -5.23 -13.45 18.73
C -3.90 -13.42 18.34
C -3.60 -13.68 17.02
N -4.53 -14.03 16.10
C -6.20 -15.80 12.03
C -6.91 -16.39 10.97
C -6.21 -16.75 9.81
C -4.86 -16.64 9.78
C -4.21 -16.13 10.92
N -4.86 -15.75 12.01
H -7.21 -15.60 15.95
H -7.67 -14.05 15.33
H -7.23 -14.06 18.05
H -5.64 -13.31 19.76
H -3.25 -12.99 19.08
H -2.56 -13.55 16.66
H -8.00 -16.57 11.03
H -6.81 -17.06 8.96
H -4.27 -16.99 8.95
H -3.13 -15.82 10.97
N -4.35 -13.06 11.98
C -4.10 -12.47 11.00
N -3.88 -11.83 9.97
C -2.71 -11.56 9.43
N -1.81 -11.21 8.77
*
```

Calculated values
E_LUMO, eV: -0.977
ΔE to the lowest compared entry with this formula, charge and spin, eV: 0.000
HOMO, eV: -8.72